# C4H11NO2

A 2-piece molecular cluster, C4H11NO2 overall (ωB97M-V/def2-TZVPD, the OMol25 dataset).

For the energy above the lowest of the compared OMol25 structures with the same formula, charge and spin, the calculation gives 56.1 kcal/mol. As for the charge: +1. Its spin multiplicity is 2.

Last column: Löwdin charge in e.
Geometry (Å):
C 2.777 -1.740 -1.627  -0.07
C 2.042 -1.088 -0.378  -0.21
C 0.685 -0.280 -0.811  -0.08
C 0.320 0.523 0.489  -0.44
N -0.935 0.962 0.455  0.40
O 1.105 0.895 1.330  0.27
H 3.595 -1.088 -1.737  0.05
H 2.088 -1.839 -2.466  0.06
H 3.172 -2.812 -1.493  0.11
H 1.684 -1.689 0.463  0.11
H 2.742 -0.419 0.142  0.10
H 0.799 0.487 -1.727  0.18
H -0.025 -1.094 -1.103  0.13
H -1.700 0.758 -0.130  0.15
H -1.284 1.692 1.237  0.25
H -5.122 2.694 2.691  0.01
H -6.347 1.894 2.556  -0.01
O -5.598 2.144 2.109  0.00

---

# C24H16AgBrF10NO3P2S

C24H16AgBrF10NO3P2S as an isolated structure (ωB97M-V/def2-TZVPD, the OMol25 dataset).

For the energy above the lowest of the compared OMol25 structures with the same formula, charge and spin, the calculation gives 0.0 kcal/mol. Its spin multiplicity is 2.

Last column: Löwdin charge in e.
Geometry (Å):
Ag 0.046 -0.558 -2.221  0.64
F -1.901 -6.705 1.147  0.15
C -1.591 -5.439 0.910  -0.13
C -1.089 -4.645 1.922  -0.13
F -0.914 -5.146 3.138  0.14
C -0.782 -3.323 1.656  -0.20
F -0.325 -2.602 2.684  0.10
C -0.940 -2.753 0.399  -0.28
P -0.446 -1.011 0.085  1.02
C 1.087 -0.791 1.028  -0.37
C 2.159 -1.610 0.673  -0.10
C 3.398 -1.427 1.263  -0.06
C 3.578 -0.417 2.200  -0.07
C 2.519 0.410 2.540  -0.07
C 1.272 0.230 1.954  -0.10
C -1.733 0.017 0.840  -0.35
C -1.975 0.083 2.215  -0.08
C -2.950 0.933 2.707  -0.06
C -3.704 1.714 1.838  -0.06
C -3.484 1.640 0.472  -0.07
C -2.497 0.798 -0.022  -0.11
C -1.459 -3.578 -0.609  -0.57
Br -1.793 -3.005 -2.379  0.84
C -1.779 -4.899 -0.351  -0.27
F -2.278 -5.689 -1.297  0.09
H 2.039 -2.371 -0.089  0.10
H 4.226 -2.060 0.975  0.11
H 4.548 -0.269 2.655  0.11
H 2.656 1.205 3.262  0.11
H 0.461 0.896 2.220  0.08
H -1.390 -0.511 2.902  0.10
H -3.116 0.995 3.774  0.11
H -4.457 2.385 2.229  0.11
H -4.069 2.244 -0.208  0.11
H -2.308 0.755 -1.089  0.08
F 1.205 -1.083 -4.313  -0.25
P 2.798 -1.392 -3.885  0.16
F 3.271 -0.641 -5.207  -0.13
F 2.205 -2.067 -2.508  -0.22
F 2.780 0.062 -3.088  -0.22
F 2.714 -2.793 -4.625  -0.12
F 4.286 -1.646 -3.394  -0.12
N 0.387 1.568 -3.281  0.06
C 0.245 2.414 -2.171  -0.32
C -0.882 3.217 -2.028  -0.03
C -1.113 3.881 -0.836  -0.05
C -0.203 3.755 0.201  -0.29
C 0.966 3.011 0.040  -0.04
C 1.195 2.346 -1.142  -0.02
S -0.558 4.452 1.755  0.52
O -0.387 3.407 2.781  -0.17
O -1.818 5.115 1.692  -0.24
O 0.597 5.298 2.174  -0.12
H -0.196 1.797 -4.073  0.11
H 1.343 1.364 -3.560  0.08
H -1.599 3.290 -2.837  0.12
H -2.004 4.477 -0.694  0.12
H 1.679 2.939 0.850  0.12
H 2.079 1.733 -1.273  0.12